# 1
{"formula": "C23H33AuCl2N7O6PS", "method": "ωB97M-V/def2-TZVPD", "s_squared": 2.0639, "e_lumo_ha": [0.00268, -0.02116], "multiplicity": 3, "species": ["Au", "C", "N", "C", "C", "N", "N", "C", "N", "N", "H", "H", "H", "H", "H", "H", "H", "H", "H", "H", "H", "O", "C", "N", "S", "O", "O", "C", "C", "C", "C", "C", "C", "H", "H", "H", "H", "Cl", "C", "C", "C", "C", "C", "Cl", "C", "N", "H", "H", "H", "C", "C", "O", "P", "O", "C", "C", "O", "C", "C", "H", "H", "H", "H", "H", "H", "H", "H", "H", "H", "H", "H", "H", "H", "H"], "coordinates": [[-0.0359, -0.2185, 0.0332], [-3.0726, -0.8170, -4.2580], [-2.6297, 0.2413, -3.3556], [-3.6991, 1.0092, -2.7432], [-1.4396, 0.1466, -2.6765], [-1.2638, 0.6023, -1.4871], [-0.4203, -0.4002, -3.4402], [0.9057, -0.7102, -3.1161], [1.5778, -1.2020, -4.2272], [1.4025, -0.5143, -1.9680], [-3.2335, -0.4395, -5.2700], [-4.0128, -1.2360, -3.8938], [-2.3550, -1.6334, -4.2839], [-4.4704, 1.1775, -3.4921], [-3.3304, 1.9800, -2.4142], [-4.1516, 0.4909, -1.8896], [-2.1141, 0.9446, -1.0532], [-0.6154, -0.4057, -4.4260], [1.0428, -1.7747, -4.8617], [2.4844, -1.5906, -4.0247], [2.3583, -0.8373, -1.8724], [3.0657, 0.8401, 0.5708], [2.7412, -0.0455, 1.3397], [1.5442, -0.6930, 1.3405], [1.3724, -1.8043, 2.5314], [0.4594, -1.3718, 3.5509], [1.1621, -3.1106, 1.9677], [3.0297, -1.6121, 3.1262], [3.6661, -2.2810, 4.1515], [4.9703, -1.9003, 4.4448], [5.5962, -0.8823, 3.7296], [4.9358, -0.2220, 2.7015], [3.6393, -0.6039, 2.4092], [3.1700, -3.0666, 4.7054], [5.5075, -2.3991, 5.2409], [6.6116, -0.6049, 3.9818], [5.4059, 0.5703, 2.1338], [-3.0407, -1.4459, 3.7849], [-2.8295, -2.5640, 2.4908], [-3.4156, -3.8027, 2.6086], [-3.2679, -4.7360, 1.5900], [-2.5310, -4.4166, 0.4572], [-1.9333, -3.1820, 0.3425], [-1.0542, -2.8918, -1.1271], [-2.0366, -2.1627, 1.3514], [-1.5209, -0.9428, 1.3844], [-3.9839, -4.0346, 3.4983], [-3.7268, -5.7115, 1.6769], [-2.4120, -5.1347, -0.3422], [-2.9608, 5.8500, 1.2690], [-1.5581, 5.3478, 1.0052], [-1.2575, 4.2754, 1.8988], [-0.7872, 2.8470, 1.2082], [-2.2105, 2.1319, 0.8985], [-3.1383, 1.7803, 1.9467], [-4.3528, 1.1629, 1.2983], [-0.4229, 2.0710, 2.5762], [0.8806, 2.2456, 3.1491], [0.8306, 3.2144, 4.3104], [-3.1908, 6.7000, 0.6236], [-3.0639, 6.1664, 2.3069], [-3.6890, 5.0607, 1.0768], [-0.8204, 6.1382, 1.1629], [-1.4629, 5.0153, -0.0350], [-3.3898, 2.6825, 2.5099], [-2.6500, 1.0677, 2.6060], [-4.8482, 1.8685, 0.6274], [-5.0668, 0.8470, 2.0600], [-4.0547, 0.2774, 0.7317], [1.5829, 2.5813, 2.3778], [1.1919, 1.2546, 3.4813], [0.5582, 4.2143, 3.9741], [1.8056, 3.2588, 4.7999], [0.0939, 2.8827, 5.0424]], "lowdin_spin": [0.46, 0.00, 0.01, 0.00, 0.02, 0.04, 0.01, 0.00, 0.00, 0.04, 0.00, 0.00, 0.00, 0.00, 0.00, 0.00, 0.00, 0.00, 0.00, 0.00, 0.00, 0.00, 0.01, 0.06, 0.00, 0.01, 0.00, 0.00, 0.00, 0.00, 0.00, 0.00, 0.00, 0.00, 0.00, 0.00, 0.00, 0.04, 0.15, -0.02, 0.15, -0.02, 0.14, 0.03, 0.06, 0.79, 0.00, 0.01, 0.00, 0.00, 0.00, 0.00, 0.00, 0.00, 0.00, 0.00, 0.00, 0.00, 0.00, 0.00, 0.00, 0.00, 0.00, 0.00, 0.00, 0.00, 0.00, 0.00, 0.00, 0.00, 0.00, 0.00, 0.00, 0.00]}

# 2
{"formula": "C23H33AuCl3GeN5O2PS4", "method": "ωB97M-V/def2-TZVPD", "s_squared": 3.7821, "charge": 2, "e_lumo_ha": [-0.19269, -0.32495], "multiplicity": 4, "species": ["Au", "O", "C", "C", "C", "C", "C", "S", "C", "C", "C", "C", "S", "C", "C", "C", "C", "S", "H", "H", "H", "H", "H", "H", "H", "H", "H", "C", "N", "C", "P", "O", "N", "C", "C", "N", "C", "C", "H", "H", "H", "H", "H", "H", "H", "H", "H", "H", "H", "H", "H", "H", "H", "H", "H", "H", "Cl", "Ge", "Cl", "Cl", "C", "N", "C", "C", "N", "C", "S", "H", "H", "H", "H", "H", "H"], "coordinates": [[-0.3420, 0.9901, 0.6927], [-0.0637, 0.3727, 2.6234], [1.1523, 0.0656, 3.2089], [0.9980, 0.1697, 4.7073], [1.9442, -0.0013, 5.7318], [1.3889, 0.1849, 6.9862], [0.0447, 0.5305, 6.9177], [-0.5500, 0.6305, 5.3180], [1.6896, -1.2784, 2.7505], [1.7664, -1.7174, 1.4588], [2.2909, -3.0265, 1.3570], [2.5896, -3.5692, 2.5691], [2.2418, -2.4914, 3.8483], [2.2075, 1.1764, 3.0634], [3.5731, 1.0667, 3.1040], [4.2191, 2.3119, 2.9393], [3.3386, 3.3444, 2.7943], [1.7045, 2.8228, 2.8738], [2.9783, -0.2588, 5.5613], [1.9310, 0.0720, 7.9133], [-0.6173, 0.7017, 7.7543], [1.4606, -1.1270, 0.6064], [2.4601, -3.5386, 0.4212], [2.9940, -4.5467, 2.7767], [4.0923, 0.1248, 3.2122], [5.2931, 2.4253, 2.9181], [3.5640, 4.3946, 2.6870], [-1.3193, -4.2323, -0.8378], [-2.0010, -3.1773, -1.5752], [-3.4340, -3.1119, -1.3226], [-1.1728, -1.8086, -2.0206], [-0.8701, -0.8120, -0.9533], [-2.1686, -1.1517, -3.1861], [-2.5391, -1.9036, -4.3718], [-2.3667, 0.2800, -3.2793], [0.2202, -2.4342, -2.6774], [1.4534, -1.6742, -2.6195], [0.2471, -3.5625, -3.5916], [-1.6335, -5.2096, -1.2118], [-1.5548, -4.1850, 0.2301], [-0.2424, -4.1412, -0.9595], [-3.9196, -4.0114, -1.7076], [-3.8639, -2.2453, -1.8179], [-3.6453, -3.0434, -0.2507], [-2.5181, -2.9708, -4.1652], [-1.8749, -1.6891, -5.2160], [-3.5545, -1.6327, -4.6709], [-1.9260, 0.7498, -2.4071], [-3.4367, 0.5161, -3.3087], [-1.9037, 0.6940, -4.1826], [1.2989, -0.7702, -2.0402], [1.8076, -1.3986, -3.6171], [2.2420, -2.2625, -2.1372], [-0.6788, -4.1283, -3.5401], [1.0737, -4.2291, -3.3277], [0.4143, -3.2358, -4.6229], [4.8922, 3.6423, -1.5065], [3.0677, 2.5245, -1.1903], [3.7008, 0.4711, -0.7373], [2.1435, 2.3486, -3.1718], [-1.2173, 5.2819, -2.3727], [-2.1090, 4.6771, -1.3938], [-3.3599, 5.1351, -1.0404], [-3.8688, 4.2723, -0.1332], [-2.9182, 3.2936, 0.0518], [-1.8457, 3.5504, -0.7149], [-0.4024, 2.6499, -0.9257], [-1.7208, 6.1213, -2.8410], [-0.9466, 4.5491, -3.1317], [-0.3035, 5.6284, -1.8912], [-3.7810, 6.0320, -1.4587], [-4.8117, 4.2736, 0.3831], [-3.0022, 2.5007, 0.6674]], "lowdin_spin": [0.42, 0.27, 0.03, 0.24, 0.13, 0.05, 0.28, 0.00, 0.02, 0.00, 0.00, 0.01, 0.01, 0.08, 0.07, 0.02, 0.09, 0.02, 0.00, 0.00, 0.01, 0.00, 0.00, 0.00, 0.00, 0.00, 0.00, 0.00, 0.01, 0.00, 0.00, 0.05, 0.00, 0.00, 0.00, 0.00, 0.00, 0.00, 0.00, 0.00, 0.00, 0.00, 0.00, 0.00, 0.00, 0.00, 0.00, 0.00, 0.00, 0.00, 0.00, 0.00, 0.00, 0.00, 0.00, 0.00, 0.16, 0.47, 0.16, 0.15, 0.00, 0.01, 0.01, 0.01, 0.01, 0.02, 0.18, 0.00, 0.00, 0.00, 0.00, 0.00, 0.00]}

# 3
{"formula": "C23H33BCl27NO5P", "method": "ωB97M-V/def2-TZVPD", "charge": -1, "e_lumo_ha": 0.05098, "species": ["C", "C", "C", "C", "C", "C", "B", "O", "C", "C", "P", "O", "O", "O", "C", "C", "C", "C", "N", "C", "C", "O", "H", "H", "H", "H", "H", "H", "H", "H", "H", "H", "H", "H", "H", "H", "H", "H", "H", "H", "H", "H", "H", "H", "H", "H", "C", "Cl", "Cl", "Cl", "H", "C", "Cl", "Cl", "Cl", "H", "C", "Cl", "Cl", "Cl", "H", "C", "Cl", "Cl", "Cl", "H", "C", "Cl", "Cl", "Cl", "H", "C", "Cl", "Cl", "Cl", "H", "C", "Cl", "Cl", "Cl", "H", "C", "Cl", "Cl", "Cl", "H", "C", "Cl", "Cl", "Cl", "H"], "coordinates": [[-2.8649, -0.2927, -2.4053], [-3.0360, -1.8121, -2.9996], [-1.6226, -2.7048, -2.9419], [-0.4361, -2.0771, -3.8827], [0.4116, -0.8459, -3.2092], [0.6784, -0.9976, -1.5907], [1.6990, 0.2099, -1.1271], [1.9633, 0.4282, 0.3222], [3.4196, 0.7745, 0.3868], [3.9763, 1.6052, 1.6860], [4.8799, 0.2992, 2.8095], [6.0385, -0.4777, 2.0121], [5.5449, 1.0089, 4.2573], [3.7577, -0.9614, 3.3584], [3.9949, 1.1630, -1.0985], [3.9227, 2.7071, -1.6404], [2.5901, 3.6947, -1.5622], [2.4823, 5.2143, -2.1326], [3.6585, 5.8511, -2.7908], [4.8969, 5.0240, -2.8536], [5.2050, 3.5020, -2.3650], [2.9618, 0.4284, -1.9004], [-3.9473, 0.2068, -2.4406], [-2.5736, -0.3161, -1.2609], [-2.1573, 0.3985, -3.0365], [-3.4016, -1.8491, -4.1300], [-3.7930, -2.3902, -2.3049], [-1.3017, -2.9512, -1.8413], [-1.9174, -3.7512, -3.4340], [-0.9783, -1.6211, -4.8428], [0.2594, -2.9403, -4.3031], [-0.0220, 0.2205, -3.4380], [1.4915, -0.8678, -3.7163], [1.0488, -2.0806, -1.3474], [-0.3743, -0.7940, -1.0696], [1.0617, 1.1781, -1.4156], [3.8803, -0.3142, 0.5449], [4.7483, 2.4368, 1.3189], [3.1411, 2.1603, 2.2888], [5.6493, 0.2504, 4.9276], [3.3964, -1.4143, 2.5404], [5.0000, 0.5646, -1.1532], [1.6188, 3.2508, -1.0379], [1.4657, 5.8132, -2.0511], [5.8286, 5.5635, -3.3743], [6.2640, 2.9913, -2.5000], [-6.8673, -0.9372, -1.5292], [-6.9644, -2.7020, -1.4031], [-5.6328, -0.3018, -0.4284], [-6.5228, -0.4508, -3.1978], [-7.8345, -0.5177, -1.2409], [4.6060, 1.5906, 7.7453], [3.0716, 1.1631, 8.5214], [5.5379, 2.6920, 8.7739], [5.5465, 0.1336, 7.3818], [4.3855, 2.1017, 6.8047], [-2.7020, -3.3145, 1.1305], [-1.1818, -2.5335, 0.6632], [-3.4682, -2.4361, 2.4651], [-3.7996, -3.4195, -0.2565], [-2.4779, -4.3290, 1.4698], [-9.6920, 1.4524, -4.5831], [-8.5856, 1.3574, -5.9638], [-10.5869, -0.0655, -4.3973], [-8.8034, 1.8365, -3.0991], [-10.4101, 2.2546, -4.7718], [9.0840, -2.7187, 2.3850], [10.1904, -2.8137, 1.0043], [8.1891, -4.2367, 2.5708], [9.9726, -2.3347, 3.8690], [8.3659, -1.9166, 2.1962], [0.4791, 1.1051, -6.6842], [-1.0554, 0.6776, -5.9082], [1.4109, 2.2066, -5.6556], [1.4195, -0.3519, -7.0477], [0.2585, 1.6162, -7.6249], [2.3347, -3.7488, 4.6897], [1.9071, -3.7492, 2.9702], [0.9319, -4.1862, 5.6799], [3.6824, -4.8577, 4.9959], [2.6499, -2.7394, 4.9659], [-0.5224, -0.6369, 9.3105], [-0.4777, -2.1004, 10.3084], [0.0659, -0.9809, 7.6749], [-2.1639, 0.0278, 9.2542], [0.1357, 0.1089, 9.7634], [-12.7000, 2.5586, -1.1809], [-12.7970, 0.7939, -1.0548], [-11.4655, 3.1941, -0.0801], [-12.3555, 3.0451, -2.8494], [-13.6672, 2.9781, -0.8926]], "lowdin_charge": [-0.15, -0.27, -0.24, -0.23, -0.24, -0.16, -0.80, -0.07, -0.28, -0.15, 0.76, -0.41, -0.26, -0.26, -0.19, -0.01, 0.02, -0.12, -0.06, -0.16, -0.01, -0.08, 0.00, 0.07, 0.06, 0.11, -0.01, 0.03, 0.11, 0.04, 0.11, 0.06, 0.11, 0.10, 0.05, 0.08, 0.13, 0.12, 0.11, 0.01, 0.04, 0.17, 0.09, 0.10, 0.09, 0.09, -1.50, 0.51, 0.55, 0.51, 0.00, -1.52, 0.51, 0.52, 0.56, 0.02, -1.48, 0.60, 0.51, 0.56, 0.02, -1.55, 0.52, 0.51, 0.50, -0.02, -1.53, 0.50, 0.51, 0.50, 0.00, -1.51, 0.56, 0.53, 0.52, 0.01, -1.53, 0.54, 0.50, 0.52, 0.00, -1.55, 0.51, 0.50, 0.51, 0.00, -1.53, 0.52, 0.52, 0.53, 0.02]}